No. 1
Molecular formula: C7H11NO3
Method: DFT, wB97M-V/def2-TZVPD

Each line ends with the Löwdin charge.
Element x y z (Å)
1 O 1.1642 -2.2197 0.0403  0.07
2 C 0.5883 -1.1895 -0.2568  -0.39
3 C -0.4009 -0.9681 -1.4641  -0.21
4 O 0.3126 -0.5821 -2.6223  0.00
5 C -1.2362 0.2477 -0.8945  -0.24
6 O -2.2506 -0.1966 -0.0216  0.00
7 C -0.1838 1.0416 -0.0793  -0.25
8 C -0.5621 1.7590 1.2090  -0.11
9 C 0.7688 1.7131 1.9816  -0.16
10 C 1.2482 0.3020 1.7489  -0.11
11 N 0.7334 0.0170 0.3748  0.00
12 H -1.0514 -1.8342 -1.6406  0.16
13 H 0.8393 -1.3455 -2.9316  0.12
14 H -1.6665 0.8736 -1.6736  0.15
15 H -1.9468 -0.9974 0.3952  0.09
16 H 0.3388 1.6909 -0.7977  0.16
17 H -1.3488 1.1668 1.7327  0.13
18 H -0.9289 2.7511 0.8945  0.12
19 H 1.4951 2.3538 1.5135  0.11
20 H 0.7274 1.9211 3.0291  0.10
21 H 2.3435 0.3276 1.7337  0.12
22 H 0.9207 -0.4747 2.4825  0.14

Orbital gap = 0.371 Ha

No. 2
Molecular formula: C7H11NO3S
Method: DFT, wB97M-V/def2-TZVPD

Each line ends with the Löwdin charge.
Element x y z (Å)
1 C -2.7894 0.3501 -0.6190  -0.06
2 C -1.7783 1.2556 -0.6208  -0.06
3 C 2.5427 -0.3762 0.0226  -0.59
4 C -2.2670 -0.9027 -0.0144  -0.14
5 C -0.8314 -0.5395 0.4689  -0.60
6 C 3.3400 0.8259 -0.5206  0.03
7 C -0.5575 -0.4630 1.9648  -0.05
8 N 1.5082 -0.7219 -0.7286  -0.12
9 O 2.6425 -0.8731 1.1423  0.00
10 O -0.1898 -2.4398 -1.2944  -0.50
11 O -0.5698 0.6695 -0.2019  -0.10
12 S 0.4001 -1.8559 -0.0494  1.09
13 H -3.8166 0.6175 -0.7145  0.10
14 H -1.7929 2.1738 -1.1369  0.10
15 H -2.9490 -1.3211 0.8479  0.16
16 H -2.0947 -1.6433 -0.8576  0.11
17 H 2.7013 1.5749 -0.9090  0.07
18 H 3.8560 1.2071 0.3286  0.08
19 H 4.0030 0.3655 -1.1513  0.06
20 H 0.4121 0.1676 2.1114  0.13
21 H -0.3083 -1.4604 2.2401  0.05
22 H -1.2686 0.0317 2.5417  0.06
23 H 1.5187 -0.3539 -1.7350  0.18

Orbital gap = 0.347 Ha

No. 3
Molecular formula: C7H11NO3S
Method: DFT, wB97M-V/def2-TZVPD

Each line ends with the Löwdin spin population.
Element x y z (Å)
1 C -1.4868 1.5203 -1.4932  0.02
2 C -0.1909 1.3460 -2.1131  0.00
3 C 0.6132 0.8760 -0.9341  0.02
4 C 0.1293 -0.5751 -0.5618  0.07
5 C -1.2606 -0.5340 -0.1154  0.67
6 C -1.6551 -0.1358 1.2457  0.08
7 C 0.9260 -1.4339 0.5115  0.05
8 N -2.3842 1.8893 -0.9332  0.09
9 O -3.1533 -2.4953 0.0063  0.22
10 O -1.6404 -2.6260 -1.7749  0.21
11 O 0.2708 -2.6375 0.8554  0.06
12 S -1.9172 -2.0750 -0.4997  0.47
13 H -0.4939 0.4618 -2.8123  0.00
14 H 0.0818 2.1493 -2.7870  0.00
15 H 1.6186 0.8262 -1.2970  0.00
16 H 0.6176 1.5632 -0.1377  0.00
17 H 0.1518 -1.1848 -1.4753  0.00
18 H -0.6943 0.3079 1.6882  0.00
19 H -1.9995 -0.9771 1.7741  0.02
20 H -2.4399 0.5932 1.2153  0.02
21 H 0.9830 -0.9691 1.4580  0.00
22 H 1.9515 -1.5842 0.1681  0.01
23 H 0.9334 -3.3604 0.7646  0.00

Orbital gap (spin up / spin down) = 0.257 / 0.331 Ha
Multiplicity = 3

No. 4
Molecular formula: C7H11NOS
Method: DFT, wB97M-V/def2-TZVPD

Each line ends with the Löwdin charge.
Element x y z (Å)
1 C -1.2033 0.0689 1.4689  -0.36
2 C -0.9022 0.7279 0.3252  -0.47
3 C 0.7461 -0.4772 -1.2343  -0.34
4 C -2.5873 -0.1473 1.9956  -0.03
5 C -1.8459 1.3584 -0.6175  -0.08
6 C 3.3202 -0.3611 -1.2163  -0.16
7 C 2.0357 -0.9232 -1.8124  -0.39
8 N -0.0912 -0.4410 2.1085  -0.07
9 O -0.2308 -1.1079 3.1333  0.00
10 S 0.8329 0.7422 -0.1167  1.00
11 H -2.5256 -0.8748 2.8026  0.07
12 H -3.0068 0.7789 2.3854  0.09
13 H -3.2374 -0.5320 1.2142  0.08
14 H -2.8705 1.3316 -0.2557  0.08
15 H -1.5565 2.3923 -0.8050  0.09
16 H -1.7817 0.8299 -1.5715  0.09
17 H 4.1990 -0.8008 -1.6828  0.07
18 H 3.3534 -0.5724 -0.1496  0.07
19 H 3.3537 0.7199 -1.3436  0.06
20 H 2.0205 -2.0184 -1.7460  0.11
21 H 1.9778 -0.6940 -2.8824  0.11

Orbital gap (spin up / spin down) = 0.274 / 0.274 Ha

No. 5
Molecular formula: C7H11NPTc
Method: DFT, wB97M-V/def2-TZVPD

Each line ends with the Löwdin spin population.
Element x y z (Å)
1 C -1.1576 -1.4146 0.8040  0.03
2 C -0.6226 -2.5619 -0.0540  0.05
3 C -1.1565 -2.3836 -1.4321  0.09
4 C -1.7606 -1.0945 -1.4422  0.07
5 C -1.5346 -0.3859 -0.1324  0.05
6 Tc 0.5526 -0.7363 -0.3898  2.34
7 P 1.8760 -0.8184 1.3377  0.12
8 H -1.2564 -1.4976 1.8939  0.01
9 H -0.0290 -3.4589 0.0862  0.01
10 H -1.1521 -3.1734 -2.2224  0.01
11 H -1.9084 0.6906 -0.0225  0.00
12 H -2.2225 -0.6976 -2.3636  0.00
13 H 3.0980 -0.1798 1.0675  0.04
14 H 2.2419 -2.0975 1.9396  0.01
15 H 1.4292 0.0453 2.3623  0.00
16 C 0.5510 3.8109 -0.2121  0.02
17 C 0.6132 2.3865 -0.4545  0.10
18 N 0.7231 1.2393 -0.2564  0.05
19 H -0.4417 4.0556 0.2061  0.01
20 H 0.7411 4.2918 -1.2104  0.00
21 H 1.4160 3.9800 0.4950  0.00

Total charge = +1
Orbital gap (spin up / spin down) = 0.275 / 0.258 Ha
Multiplicity = 4

No. 6
Molecular formula: C7H11NS2
Method: DFT, wB97M-V/def2-TZVPD

Each line ends with the Löwdin charge.
Element x y z (Å)
1 C 2.0796 1.1059 -0.0522  -0.49
2 C -0.0330 2.8407 0.5957  -1.10
3 C 2.8922 0.3271 -0.6711  -0.12
4 C -0.5614 0.3059 0.6601  -0.29
5 C -0.5849 -0.7420 1.6196  -0.05
6 C -1.9893 -0.6225 -1.1781  -0.12
7 C -0.6874 -0.0733 -0.8173  -0.24
8 N -0.6492 1.6688 1.0495  -0.04
9 S -0.7676 4.3475 0.7424  0.54
10 S 1.6659 2.7707 -0.0972  0.89
11 H 3.4365 0.6597 -1.4806  0.03
12 H 2.9820 -0.7094 -0.2904  0.07
13 H 0.2361 -1.3602 1.5972  0.07
14 H -1.4865 -1.3425 1.5060  0.09
15 H -0.7443 -0.3767 2.6284  0.09
16 H -2.3017 -1.5265 -0.6176  0.08
17 H -2.0678 -0.9008 -2.2960  0.11
18 H -2.7264 0.1038 -1.1062  0.05
19 H -0.3670 0.7673 -1.4376  0.11
20 H 0.1302 -0.8321 -0.9380  0.12
21 H -1.1300 1.7642 2.0573  0.20

Orbital gap (spin up / spin down) = 0.278 / 0.236 Ha

No. 7
Molecular formula: C7H11NS2
Method: DFT, wB97M-V/def2-TZVPD

Each line ends with the Löwdin charge.
Element x y z (Å)
1 C -0.6687 -2.2305 -0.7734  -0.65
2 C 0.5538 -1.5920 -0.8983  -0.63
3 C -0.3791 0.0749 0.7447  -0.92
4 C 1.5898 -2.2539 -1.7320  -0.11
5 C 0.4609 1.9746 1.9772  -0.09
6 C -0.8964 2.2805 -0.0800  -0.08
7 C -0.7067 1.4050 1.1890  -0.56
8 N -1.0790 -3.3316 -1.2032  0.06
9 S 1.0063 -0.1141 -0.1713  1.12
10 S -1.6211 -1.0151 0.3969  1.02
11 H 1.3536 -3.2966 -1.9430  0.09
12 H 1.4417 -1.6497 -2.5091  0.03
13 H 2.5962 -2.0672 -1.3733  0.07
14 H 1.4572 1.7686 1.3963  0.08
15 H 0.3142 3.0344 2.1263  0.07
16 H 0.7506 1.5717 2.9727  0.09
17 H -0.9872 3.2881 0.3233  0.08
18 H -1.5814 1.8419 -0.7640  0.08
19 H 0.1428 2.4230 -0.3692  0.06
20 H -1.7477 1.5045 1.5666  0.14
21 H -1.9996 -3.6163 -0.8763  0.04

Orbital gap (spin up / spin down) = 0.240 / 0.238 Ha

No. 8
Molecular formula: C7H11O2P
Method: DFT, wB97M-V/def2-TZVPD

Each line ends with the Löwdin charge.
Element x y z (Å)
1 C 1.9014 2.3279 -1.6418  0.04
2 C 1.6507 1.4524 -0.6515  -0.15
3 C 0.7810 0.2504 -0.8763  -0.37
4 C -0.6744 0.4116 -0.8712  -0.10
5 C -1.3397 0.5428 0.2836  -0.20
6 P -0.4218 0.7234 1.8180  0.83
7 O -1.3746 -0.0351 2.8415  -0.41
8 C -2.1057 -1.2132 2.5740  -0.15
9 O 0.7097 -0.3464 1.4861  -0.32
10 C 1.2110 -0.6417 0.2642  -0.29
11 H 2.5326 3.1897 -1.4529  0.06
12 H 1.6542 2.0746 -2.6220  0.04
13 H 1.8503 1.6864 0.4114  0.11
14 H 1.0439 -0.2546 -1.7802  0.14
15 H -1.2446 0.4271 -1.7709  0.10
16 H -2.4237 0.4743 0.5502  0.08
17 H -1.4833 -2.1044 2.2052  0.10
18 H -2.9493 -0.9247 1.8746  0.08
19 H -2.4194 -1.6067 3.5992  0.10
20 H 2.3992 -0.5886 0.4548  0.17
21 H 0.9626 -1.6841 -0.1582  0.14

Orbital gap = 0.344 Ha

Per-record molecular weight, u: 157.17, 189.24, 189.24, 157.24, 238.15, 173.31, 173.31, 158.14